No. 1
{
  "formula": "C27H23AuF9GeN2PS2",
  "method": "ωB97M-V with the def2-TZVPD basis set",
  "charge": -2,
  "gap_ev": 6.08,
  "spin_multiplicity": 1,
  "lumo_energy_ev": 3.9,
  "fmax_ev_per_a": 1.06,
  "mol_weight_g_mol": 911.16,
  "e_tot_ev": -146982.043,
  "e_homo_ev": -2.13,
  "species": ["H", "C", "F", "H", "C", "H", "H", "H", "H", "C", "C", "C", "C", "C", "H", "C", "H", "C", "F", "H", "C", "C", "C", "H", "H", "F", "H", "C", "S", "H", "C", "F", "F", "S", "H", "C", "C", "N", "Ge", "H", "C", "C", "F", "C", "Au", "H", "C", "F", "H", "H", "C", "C", "H", "C", "C", "H", "P", "C", "F", "C", "N", "H", "H", "F", "C", "H"],
  "xyz": [[-0.472, 2.560, -0.889], [-6.868, -1.489, 0.498], [0.879, 4.338, 4.989], [4.643, -3.248, 2.217], [-2.688, -0.402, 0.333], [5.930, -3.135, 0.996], [-1.952, 2.555, 0.584], [3.771, -3.213, -2.622], [-3.168, 0.759, 2.082], [4.961, -2.734, 1.306], [-0.443, 1.305, -4.014], [-0.692, 1.120, 1.561], [-0.631, 0.457, -1.354], [-0.439, 2.235, -2.983], [-2.626, -1.722, -1.361], [1.998, -2.024, 0.185], [1.281, -2.371, -0.572], [-5.417, -1.137, 0.432], [0.801, 2.376, -5.722], [0.550, -0.089, 2.820], [-3.251, -1.292, -0.588], [0.032, 0.859, 2.727], [1.600, 3.252, -0.040], [1.590, -2.364, 1.147], [-4.987, -2.339, -1.291], [-7.220, -2.430, -0.396], [5.087, -1.670, 1.513], [-0.395, 4.035, 4.693], [7.248, 1.220, 0.304], [-0.557, -1.523, -2.179], [3.245, -4.945, -0.032], [-7.231, -1.957, 1.711], [-0.941, 3.575, 5.845], [1.024, 4.801, -0.216], [0.688, 1.586, 4.634], [-1.338, 2.343, 1.449], [-0.572, -0.461, -2.401], [4.674, 0.223, -0.363], [3.638, -2.996, -0.099], [-0.453, -0.778, -4.520], [-1.235, 3.307, 2.445], [-4.590, -1.651, -0.556], [-0.552, 0.810, -6.332], [-3.545, 0.084, 1.325], [2.100, 0.061, 0.165], [-1.709, 4.270, 2.320], [4.425, -2.768, -1.866], [-7.668, -0.425, 0.267], [2.851, -5.239, 0.946], [-5.526, 0.139, 2.150], [-0.492, -0.047, -3.724], [0.119, 1.799, 3.737], [4.159, -5.518, -0.220], [-0.376, 1.793, -5.428], [-0.531, 1.814, -1.668], [-0.351, 3.292, -3.199], [-0.761, -0.270, 0.346], [5.725, 0.646, -0.084], [-1.020, 5.192, 4.418], [-0.508, 3.030, 3.587], [1.928, 2.145, 0.077], [4.568, -1.709, -2.082], [5.394, -3.272, -1.903], [-1.323, 2.722, -5.688], [-4.888, -0.269, 1.374], [2.509, -5.217, -0.795]],
  "nbo_charge": [0.2491, 0.9779, -0.3236, 0.2043, -0.2858, 0.2162, 0.2215, 0.2046, 0.2228, -1.0984, -0.1724, -0.3080, -0.3092, -0.1673, 0.2042, -1.3336, 0.1985, -0.1926, -0.3262, 0.2361, -0.1617, -0.1869, 0.1802, 0.2058, 0.2153, -0.3326, 0.2587, 0.9766, -0.4683, 0.2056, -1.0967, -0.3358, -0.3421, -0.3913, 0.2177, -0.2274, -0.1538, -0.6346, 1.6668, 0.2162, -0.1187, -0.1978, -0.3361, -0.2267, 0.6178, 0.2203, -1.1002, -0.3358, 0.2078, 0.2129, -0.2023, -0.1792, 0.2050, 0.9770, -0.2110, 0.2313, 0.8517, 0.1312, -0.3289, -0.1826, -0.6226, 0.2620, 0.2107, -0.3368, -0.1856, 0.2072]
}

=====

No. 2
{
  "formula": "C27H23BGaN11",
  "method": "ωB97M-V with the def2-TZVPD basis set",
  "charge": 3,
  "gap_ev": [5.46, 1.92],
  "spin_multiplicity": 2,
  "lumo_energy_ev": [-10.5, -14.0],
  "fmax_ev_per_a": 1.65,
  "mol_weight_g_mol": 582.09,
  "e_tot_ev": -97793.286,
  "e_homo_ev": [-15.96, -15.89],
  "species": ["C", "H", "C", "N", "N", "C", "N", "N", "C", "C", "C", "H", "C", "C", "C", "H", "C", "N", "N", "C", "H", "H", "N", "H", "C", "H", "C", "N", "C", "B", "C", "H", "H", "H", "C", "C", "H", "H", "C", "H", "Ga", "H", "H", "C", "H", "H", "C", "N", "C", "N", "H", "H", "H", "C", "C", "C", "C", "H", "C", "C", "H", "N", "H"],
  "xyz": [[4.269, 1.799, -3.860], [2.292, -1.853, 2.255], [-3.322, -0.083, -0.158], [-0.281, -1.021, -1.105], [-2.262, 0.708, -0.423], [2.601, -1.411, 1.320], [1.753, -0.694, 0.578], [0.122, -0.135, 2.749], [1.414, 0.242, 4.709], [3.689, -0.758, -0.470], [0.148, 2.957, 0.557], [0.601, 4.909, -0.398], [-1.677, -1.663, 2.618], [3.844, -1.481, 0.698], [-4.750, 1.202, -1.607], [-4.916, -2.270, 0.652], [-0.525, -1.141, 3.372], [0.412, 1.697, 0.184], [2.379, 0.586, -4.060], [0.784, -0.817, 5.344], [-2.381, -3.228, 3.954], [-1.534, 2.292, -1.509], [0.547, -0.551, -2.079], [-3.710, 2.811, -2.600], [-3.083, -1.114, 0.836], [1.572, 1.319, 2.838], [-0.927, -2.082, -1.597], [2.432, -0.292, -0.522], [-2.562, -2.671, 3.045], [1.668, 0.447, -1.652], [3.733, 1.617, -2.617], [-5.438, -0.485, -0.484], [1.044, -1.085, 6.359], [-4.350, -3.749, 2.554], [-4.592, 0.143, -0.733], [0.634, 3.833, -0.403], [4.407, -0.565, -1.251], [2.159, 0.833, 5.223], [3.365, 1.137, -4.730], [-5.714, 1.416, -2.051], [-0.287, -0.061, 0.685], [5.121, 2.394, -4.142], [4.731, -1.983, 1.042], [1.071, 0.535, 3.393], [3.416, 1.053, -5.803], [-0.855, -3.098, -3.564], [-0.527, -2.314, -2.904], [1.046, 1.736, -1.015], [-2.408, 1.692, -1.280], [-1.912, -0.995, 1.490], [4.093, 1.962, -1.659], [1.683, 3.308, -2.293], [-0.358, 3.168, 1.487], [-3.995, -2.119, 1.199], [-3.644, 1.983, -1.905], [0.413, -1.329, -3.167], [-3.689, -2.936, 2.282], [-1.626, -2.642, -0.995], [1.195, 3.019, -1.376], [-0.197, -1.530, 4.662], [-0.696, -2.362, 5.140], [2.601, 0.862, -2.755], [0.981, -1.140, -4.060]],
  "nbo_charge": [-0.3019, 0.2161, 0.3128, -0.4700, -0.4880, -0.0015, -0.4361, -0.5694, -0.1647, 0.0428, 0.0064, 0.2773, 0.2595, -0.3113, -0.1654, 0.2673, 0.1952, -0.5017, -0.2952, -0.1063, 0.2718, 0.2438, -0.3233, 0.2761, 0.1812, 0.2444, -0.0097, -0.3377, -0.0950, 0.9351, -0.0688, 0.2578, 0.2745, 0.2854, -0.0967, -0.3085, 0.2634, 0.2751, -0.0124, 0.2842, 1.8354, 0.2604, 0.2708, 0.1066, 0.2379, 0.2704, -0.3065, -0.3195, 0.1477, -0.5773, 0.2284, 0.2761, 0.2408, -0.0847, -0.0533, 0.0685, -0.1262, 0.2119, 0.0467, -0.1691, 0.2535, -0.4201, 0.2954]
}

=====

No. 3
{
  "formula": "C27H23BrClEuN7O2S",
  "method": "ωB97M-V with the def2-TZVPD basis set",
  "charge": 3,
  "gap_ev": [4.42, 6.80],
  "spin_multiplicity": 7,
  "lumo_energy_ev": [-11.7, -9.3],
  "fmax_ev_per_a": 5.01,
  "mol_weight_g_mol": 776.92,
  "e_tot_ev": -155600.254,
  "e_homo_ev": [-16.07, -16.08],
  "species": ["N", "H", "N", "H", "C", "C", "C", "N", "N", "C", "N", "H", "H", "H", "H", "H", "C", "C", "C", "C", "C", "C", "H", "C", "C", "H", "C", "H", "C", "C", "C", "O", "C", "H", "H", "C", "H", "C", "C", "Cl", "C", "N", "H", "H", "S", "H", "C", "C", "N", "H", "Eu", "C", "H", "C", "H", "C", "H", "O", "H", "Br", "C", "H", "H"],
  "xyz": [[0.124, 6.088, -3.293], [3.540, 0.423, 0.229], [-0.244, 0.564, -2.115], [-0.466, -5.325, 4.012], [-0.491, 0.062, -4.439], [-0.168, 2.381, -3.709], [-0.106, -5.997, 2.027], [-2.702, -0.312, 0.537], [-0.305, -3.854, 2.295], [-0.522, 5.233, -0.512], [2.106, 0.153, 1.696], [5.051, -0.607, 4.207], [2.650, -0.909, 4.923], [-2.558, -2.126, -0.410], [1.202, -6.197, -0.855], [6.558, 0.584, 2.469], [0.019, -4.002, 0.942], [-0.019, 4.714, -2.908], [1.848, -0.242, 2.996], [-0.237, 1.898, -2.355], [-5.495, -0.696, 0.508], [-4.915, 0.413, 1.161], [-5.492, 1.061, 1.793], [3.424, 0.145, 1.308], [4.211, -0.371, 3.534], [0.414, 4.111, -4.913], [0.156, -6.015, -0.571], [6.418, -0.827, 1.313], [-0.360, 1.447, -4.719], [-4.654, -1.595, -0.163], [0.070, 3.720, -3.961], [0.055, 7.060, -2.517], [-0.309, -5.108, 2.971], [-0.289, -2.915, 2.757], [5.862, 0.789, 0.826], [-0.420, -0.315, -3.131], [-0.304, -5.380, -1.283], [-3.297, -1.436, 0.016], [-0.248, 2.895, -1.288], [-5.203, -2.873, -1.184], [2.885, -0.497, 3.934], [-0.341, 2.489, 0.023], [-3.084, 1.451, 1.554], [-0.406, 1.727, -5.743], [0.614, -2.966, -0.257], [-0.622, -0.684, -5.219], [4.514, -0.078, 2.190], [5.939, 0.096, 1.667], [-0.002, -5.380, 0.760], [-0.247, -7.054, -0.533], [-0.145, 0.068, 0.312], [-0.716, 4.739, 0.756], [-0.514, 6.277, -0.816], [-0.275, 4.331, -1.571], [-0.778, 5.322, 1.672], [-3.536, 0.583, 1.090], [-0.163, -7.025, 2.112], [0.275, 6.241, -4.551], [-0.640, 3.025, 1.982], [0.023, -0.505, 3.634], [-0.481, 3.387, 1.017], [-6.568, -0.859, 0.550], [-0.636, -1.324, -2.756]],
  "nbo_charge": [0.4741, 0.2214, -0.6165, 0.2705, -0.2341, -0.1186, -0.0315, -0.5981, -0.5309, -0.0685, -0.6144, 0.2692, 0.2672, 0.2189, 0.2388, 0.2575, 0.2475, 0.0710, 0.1326, 0.1852, -0.1115, -0.2152, 0.2650, 0.0599, -0.1095, 0.2977, -0.4183, 0.2639, -0.0149, -0.0654, -0.0705, -0.3204, -0.0629, 0.4259, 0.2329, 0.1031, 0.2293, 0.0150, 0.2371, 0.1122, -0.2333, -0.6302, 0.2014, 0.2587, -0.3022, 0.2764, 0.0163, -0.6470, -0.3173, 0.2504, 2.0635, -0.2167, 0.3005, -0.0800, 0.2677, 0.0413, 0.2508, -0.3242, 0.2105, 0.1315, 0.0845, 0.2730, 0.2295]
}

=====

No. 4
{
  "formula": "C27H23BrF5NPPmSi",
  "method": "ωB97M-V with the def2-TZVPD basis set",
  "charge": 2,
  "gap_ev": [6.81, 7.42],
  "spin_multiplicity": 5,
  "lumo_energy_ev": [-7.2, -6.6],
  "fmax_ev_per_a": 1.75,
  "mol_weight_g_mol": 740.44,
  "e_tot_ev": -147198.661,
  "e_homo_ev": [-13.98, -14.00],
  "species": ["H", "Br", "H", "H", "C", "H", "C", "C", "F", "C", "H", "C", "N", "F", "H", "C", "C", "C", "C", "H", "F", "C", "H", "H", "H", "H", "H", "C", "C", "C", "C", "H", "H", "C", "C", "Pm", "H", "H", "C", "H", "H", "C", "P", "Si", "C", "C", "H", "C", "C", "C", "C", "H", "C", "H", "F", "C", "H", "H", "F", "C"],
  "xyz": [[2.386, -2.285, -1.323], [-1.100, -4.330, 0.429], [5.713, 1.052, 0.485], [-2.287, 1.540, 4.576], [-4.185, -1.701, -0.486], [6.005, 0.604, -1.186], [1.683, 2.085, 1.060], [-5.329, -2.488, -0.415], [0.938, 0.972, 1.661], [-1.182, -0.738, 2.355], [-3.222, 2.523, 2.523], [3.678, -1.538, 1.529], [2.627, 0.385, -0.359], [-4.287, -0.393, -0.714], [-3.121, -1.086, -2.918], [-1.505, 1.706, -3.929], [-0.641, 1.887, -2.855], [-3.933, -4.383, 0.146], [-1.622, -0.030, -1.784], [2.958, -2.407, 1.451], [-3.810, -5.653, 0.484], [-0.689, 1.015, -1.785], [-0.647, -1.713, 2.334], [-3.025, 0.484, -4.803], [0.771, 3.549, 2.315], [3.658, -1.782, -2.451], [3.335, -0.803, 2.279], [-5.203, -3.843, -0.096], [-2.440, -0.249, -2.887], [2.242, 4.365, 0.950], [-2.469, 0.994, 1.243], [4.041, -2.966, -1.231], [3.808, 4.820, -0.430], [-1.748, -0.192, 1.183], [-1.366, -0.105, 3.573], [1.157, -1.096, 0.515], [-1.482, 2.395, -4.758], [-0.942, -0.517, 4.479], [3.358, 2.748, -0.458], [0.065, 2.704, -2.856], [2.121, 5.383, 1.274], [-2.802, -3.585, 0.043], [-1.458, -1.150, -0.372], [4.038, -0.612, -0.224], [1.475, 3.361, 1.520], [-2.914, -2.239, -0.301], [4.090, 2.504, -1.210], [-2.653, 1.610, 2.472], [2.577, 1.704, 0.060], [-2.388, 0.639, -3.948], [3.185, 4.044, -0.017], [-2.879, 1.421, 0.339], [5.744, 0.212, -0.207], [6.546, -0.451, 0.106], [-6.515, -1.953, -0.632], [-2.117, 1.063, 3.626], [4.581, -1.980, 1.946], [-0.028, 1.159, -0.914], [-6.273, -4.600, 0.005], [3.483, -2.052, -1.413]],
  "nbo_charge": [0.1578, 0.1500, 0.2697, 0.2472, 0.3444, 0.2714, 0.3784, 0.3394, -0.4117, -0.3129, 0.2460, -1.1119, -1.2299, -0.2901, 0.2281, -0.1602, -0.2094, 0.3178, -0.3892, 0.1769, -0.2625, -0.1466, 0.1962, 0.2431, 0.2528, 0.2804, 0.2455, 0.3220, -0.1723, -0.1939, -0.2072, 0.2643, 0.2432, -0.2596, -0.1671, 1.9143, 0.2427, 0.2426, -0.2167, 0.2372, 0.2465, -0.1116, 0.7916, 1.7357, -0.2743, -0.4255, 0.2316, -0.1651, 0.0514, -0.1768, -0.1708, 0.2479, -1.0979, 0.2769, -0.2573, -0.1663, 0.3055, 0.1771, -0.2438, -1.0452]
}